No. 1
Formula: C8H11CuN2OS
Source: OMol25
Level of theory: ωB97M-V with the def2-TZVPD basis set

Last column: natural (NBO) charge in e.
Geometry (Å):
Cu: 3.790 -0.299 -1.157  0.94
S: 2.342 0.707 0.404  0.18
O: 0.215 2.469 1.484  -0.39
N: 0.650 2.657 -0.744  -0.24
N: -0.371 3.546 -0.552  -0.22
C: -1.738 -1.031 -0.387  -0.54
C: -0.630 -1.708 -1.311  -0.03
C: 0.672 -0.784 -1.489  -0.52
C: 1.740 -0.915 -0.297  -0.54
C: -1.273 -0.730 1.107  -0.22
C: -0.970 -1.771 2.015  -0.41
C: -0.618 3.392 0.859  0.30
C: 1.022 1.968 0.432  0.22
H: -0.866 -2.842 1.655  0.21
H: -1.457 4.039 1.257  0.26
H: -0.902 -1.494 3.113  0.23
H: 1.199 -1.156 -2.445  0.22
H: 0.323 0.277 -1.702  0.27
H: 2.682 -1.467 -0.729  0.11
H: -1.216 0.335 1.499  0.21
H: -2.608 -1.783 -0.308  0.25
H: 1.306 -1.605 0.496  0.30
H: -1.102 -1.718 -2.363  0.19
H: -2.190 -0.087 -0.838  0.24

Summary:
spin multiplicity: 2
<S²>: 0.7535
molecular weight: 246.80 g mol⁻¹
E: -68961.590 eV
HOMO-LUMO gap (spin up / spin down): 6.66 / 6.64 eV
charge: +1
HOMO (spin up / spin down): -12.40 / -12.38 eV

=====

No. 2
Formula: C9H12CeN2O4S
Source: OMol25
Level of theory: ωB97M-V with the def2-TZVPD basis set

Last column: natural (NBO) charge in e.
Geometry (Å):
Ce: 2.990 -1.744 0.152  1.62
S: -0.600 0.527 0.040  -0.30
O: 1.086 0.119 2.676  -0.23
O: 2.194 1.715 -0.542  -0.21
O: 0.622 -1.052 -2.601  -0.24
O: -0.542 -2.671 0.640  -0.24
N: -2.393 2.116 -1.108  -0.53
N: -3.135 0.985 0.774  -0.54
C: 0.610 -2.519 0.512  0.43
C: 1.858 -0.539 2.102  0.43
C: 5.658 -2.433 0.116  -0.40
C: -3.731 2.193 -1.700  -0.45
C: 4.932 -3.573 0.429  -0.47
C: 1.497 -1.421 -1.912  0.45
C: -3.919 2.117 1.295  -0.45
C: 2.681 0.644 -0.352  0.39
C: -2.132 1.249 -0.103  0.36
H: 6.113 -1.819 0.899  0.28
H: -1.604 2.164 -1.754  0.42
H: -4.921 1.698 1.318  0.24
H: 5.958 -2.213 -0.913  0.27
H: -4.517 1.769 -1.046  0.24
H: -3.845 1.783 -2.726  0.25
H: -3.897 3.267 -1.772  0.24
H: 4.794 -3.889 1.468  0.28
H: 4.636 -4.289 -0.345  0.27
H: -2.772 0.364 1.506  0.42
H: -3.693 2.454 2.330  0.25
H: -3.930 2.996 0.618  0.24

Summary:
ΔE to the lowest compared entry with this formula, charge and spin: 6.43 kcal per mole
spin multiplicity: 2
<S²>: 0.7616
molecular weight: 384.39 g mol⁻¹
E: -44427.111 eV
HOMO-LUMO gap (spin up / spin down): 3.81 / 3.77 eV
charge: +3
HOMO (spin up / spin down): -17.55 / -17.51 eV

=====

No. 3
Formula: C4H5Cl2OP
Source: OMol25
Level of theory: ωB97M-V with the def2-TZVPD basis set

Last column: natural (NBO) charge in e.
Geometry (Å):
Cl: -2.695 -0.403 -0.648  -0.01
Cl: 0.550 -2.270 -0.043  0.03
P: -0.454 0.447 0.558  1.96
O: -1.040 1.341 1.485  -1.03
C: 1.854 0.683 -0.315  -0.34
C: 3.016 0.869 -0.526  -0.37
C: -1.337 0.655 -1.009  -0.81
C: -0.324 -1.341 1.102  -0.80
H: -1.894 1.636 -1.131  0.28
H: 0.323 -1.118 1.984  0.27
H: 4.076 0.785 -0.644  0.23
H: -0.698 0.519 -1.918  0.27
H: -1.377 -1.805 1.105  0.30

Summary:
ΔE to the lowest compared entry with this formula, charge and spin: 109.18 kcal per mole
molecular weight: 170.96 g mol⁻¹
E: -40605.904 eV
HOMO-LUMO gap: 9.83 eV
HOMO: -10.03 eV